1.
This record from the OMol25 dataset describes a molecular structure, C18H21BN3O3Pd. The level of theory is ωB97M-V/def2-TZVPD.

Geometry as XYZ:
```
47
Properties=species:S:1:pos:R:3:forces:R:3:nbo_charge:R:1
Pd -0.09717 -0.15406 -0.60640 0.1 0.3 0.0 -0.47
O 0.58945 -0.29205 2.44508 0.1 0.0 0.0 -0.73
C 1.82206 0.29384 2.14206 0.0 0.0 0.0 -0.09
C 2.58748 -0.35264 1.00129 -0.1 0.0 0.1 0.22
C 3.97818 -0.27883 0.98269 0.0 -0.1 0.0 -0.26
C 4.67546 -0.83643 -0.07157 0.0 0.0 0.0 -0.17
C 3.95946 -1.47918 -1.07139 0.1 0.0 0.0 -0.28
C 2.58164 -1.51300 -0.97436 -0.1 -0.1 0.0 0.07
N 1.90014 -0.94246 0.02414 0.0 0.1 0.0 -0.44
H 0.02969 -0.22545 1.63753 -0.1 0.0 -0.1 0.49
H 2.43779 0.21759 3.04234 0.0 0.0 0.0 0.17
H 1.71431 1.36187 1.90445 0.0 0.0 0.0 0.18
H 4.49356 0.21020 1.80031 0.0 0.0 0.0 0.21
H 5.75690 -0.78586 -0.10753 0.0 0.0 0.0 0.20
H 4.45201 -1.94799 -1.91237 0.0 0.0 0.0 0.21
H 1.97762 -2.01655 -1.71784 0.0 0.0 0.0 0.21
N 0.10399 -3.49640 -0.19348 0.1 -0.2 -0.1 -0.43
C -0.80761 -3.42458 -0.90177 0.0 -0.1 0.1 0.45
N -1.87497 -3.44049 -1.70216 0.0 0.1 0.0 -0.49
C -2.00741 -2.31674 -2.66649 0.1 0.0 0.0 -0.23
C -3.46623 -1.91530 -2.81426 0.0 0.0 0.0 -0.41
C -4.09669 -1.60374 -1.45432 -0.1 0.0 -0.1 -0.41
C -3.85667 -2.72998 -0.42822 0.0 0.0 0.0 -0.42
C -3.11331 -3.89839 -1.06101 -0.1 0.0 0.1 -0.19
H -1.58413 -2.62747 -3.62641 0.0 0.0 0.0 0.18
H -1.42958 -1.46248 -2.28449 -0.1 0.0 0.0 0.26
H -4.03066 -2.69967 -3.33028 0.0 0.0 0.0 0.18
H -3.49859 -1.02686 -3.44631 0.0 0.0 0.0 0.24
H -5.16701 -1.42264 -1.58214 0.0 0.0 0.0 0.19
H -3.65815 -0.68005 -1.08442 0.0 0.0 0.0 0.24
H -4.79817 -3.08517 -0.00064 0.0 0.0 0.0 0.20
H -3.24654 -2.35445 0.39706 0.0 0.0 0.0 0.23
H -3.72785 -4.39811 -1.81348 0.0 0.0 0.0 0.18
H -2.84534 -4.64521 -0.31374 0.0 0.0 0.0 0.21
O -2.36653 1.06385 -2.39781 0.0 0.0 0.0 -0.71
B -1.50350 1.13153 -1.22031 0.1 -0.1 0.1 0.62
O -1.82996 2.41124 -0.61890 0.0 0.0 0.0 -0.70
C -2.78618 3.00604 -1.36253 0.0 0.0 0.0 0.31
C -3.40912 4.21979 -1.16923 0.0 0.0 0.0 -0.29
C -4.38316 4.60274 -2.09722 0.0 0.0 0.0 -0.24
C -4.70949 3.78890 -3.17283 0.0 0.0 0.0 -0.25
C -4.07205 2.55790 -3.36303 0.0 0.0 0.0 -0.26
C -3.11386 2.18967 -2.44472 0.0 0.0 0.0 0.23
H -3.14847 4.84601 -0.32582 0.0 0.0 0.0 0.21
H -4.89240 5.55079 -1.97308 0.0 0.0 0.0 0.20
H -5.46868 4.11050 -3.87534 0.0 0.0 0.0 0.20
H -4.31576 1.91291 -4.19793 0.0 0.0 0.0 0.21
```
Positions in Å, forces in eV/Å.

Output
Molar mass, u: 444.6
LUMO level, eV: 3.06
HOMO level, eV: -2.644
Charge: -1
E, Ha: -1241.31513
Gap between HOMO and LUMO, eV: 5.707
Strongest force on any atom, Eh/bohr: 0.005

=====

2.
This record from the OMol25 dataset describes a molecular structure, C18H21BrN2O3Tb in a non-equilibrium geometry. The level of theory is ωB97M-V/def2-TZVPD.

Geometry as XYZ:
```
46
Properties=species:S:1:pos:R:3:forces:R:3:lowdin_spin:R:1
C -0.92642 -1.75297 -3.36967 -1.0 0.1 0.0 -0.01
C -1.67983 -2.88490 -2.91915 -0.2 0.6 0.0 -0.01
C -2.68464 -2.41537 -2.01465 0.0 0.3 -0.7 -0.01
H -1.51611 -3.93065 -3.20203 0.0 0.6 0.2 0.00
C -2.59520 -0.98667 -1.95099 0.0 -0.3 -0.8 -0.01
C -1.50574 -0.57109 -2.78320 -0.6 -0.7 -0.3 -0.01
H -1.15618 0.44835 -2.94098 0.0 -0.3 0.0 0.00
H -0.07521 -1.77280 -4.05041 -0.2 0.1 0.3 0.00
H -3.43925 -3.02970 -1.51782 0.4 0.3 -0.1 0.00
H -3.25618 -0.34887 -1.36764 0.3 -0.1 -0.1 0.00
Tb -0.47903 -1.80573 -0.87151 1.7 0.0 0.6 6.13
Br 1.17426 -3.84100 -0.59069 0.2 -0.5 0.1 -0.02
C 3.17406 1.14982 -2.39056 -0.6 -0.5 -0.6 0.00
C 2.15329 1.79779 -3.14962 0.5 -0.8 -0.3 0.00
C 1.87889 0.98661 -4.29408 0.6 0.1 0.3 0.00
H 1.72708 2.77408 -2.95321 0.0 0.0 0.1 0.00
C 2.73739 -0.14950 -4.25709 -0.3 0.5 1.1 0.00
C 3.50600 -0.07361 -3.05156 -0.7 0.6 -0.3 0.00
H 4.14661 -0.85846 -2.65976 0.1 0.2 -0.1 0.00
H 3.57989 1.49963 -1.44472 0.0 -0.1 -0.1 0.00
H 1.21013 1.25187 -5.11206 0.1 -0.1 0.1 0.00
H 2.77103 -0.94629 -4.98839 0.0 0.0 0.0 0.00
C -1.57474 2.50839 1.95446 -0.2 0.3 -0.1 0.00
C -0.26793 1.99404 2.54003 0.0 0.1 0.2 0.00
C -0.17372 0.45998 2.74283 0.0 -0.3 -0.2 0.00
C 1.19912 0.06923 3.37390 -0.6 -0.3 0.2 0.00
C 2.40446 0.80249 2.82154 0.1 0.0 -0.2 0.00
C -1.29824 -0.00127 3.69210 -0.3 0.1 1.0 0.00
O -1.23833 0.11361 4.90728 0.0 0.1 -1.1 0.00
N -2.46821 -0.50101 3.12165 -0.1 -0.2 -0.2 0.00
C -2.57254 -1.11821 1.87510 0.9 0.4 -0.6 0.00
O -3.57263 -1.68623 1.47895 0.7 0.4 0.6 0.00
N -1.40869 -1.00582 1.11792 -0.8 -0.2 0.1 -0.02
C -0.34641 -0.25096 1.40975 0.9 -0.1 -1.3 0.00
O 0.54977 -0.20019 0.47395 -1.3 0.3 2.0 -0.02
H -1.70729 2.25911 0.89446 0.1 -0.1 0.2 0.00
H -1.57083 3.60252 2.01317 0.0 -0.1 0.0 0.00
H -2.45465 2.16534 2.50908 0.1 0.0 -0.1 0.00
H 0.56419 2.31593 1.89676 -0.2 -0.2 0.2 0.00
H -0.12147 2.44702 3.53486 0.1 -0.2 -0.3 0.00
H 1.11210 0.25322 4.45092 -0.1 -0.1 -0.2 0.00
H 1.30827 -1.01662 3.24891 0.1 0.2 0.0 0.00
H 2.43596 1.83062 3.19300 0.0 -0.1 -0.2 0.00
H 3.30503 0.29703 3.17658 0.0 0.1 -0.1 0.00
H 2.40677 0.79384 1.72524 0.1 0.1 0.3 0.00
H -3.25485 -0.67259 3.72736 0.1 0.0 0.3 0.00
```
Positions in Å, forces in eV/Å.

Output
Molar mass, u: 552.2
LUMO level (alpha / beta), eV: 2.31 / 2.33
HOMO level (alpha / beta), eV: -2.855 / -2.856
Charge: -1
2S+1: 7
E, Ha: -4432.39701
Gap between HOMO and LUMO (alpha / beta), eV: 5.167 / 5.183
Strongest force on any atom, Eh/bohr: 0.047